No. 1
Molecular formula: C50H51N7O2PSSbSe4Ti
Method: DFT, the ωB97M-V functional and the def2-TZVPD basis

Calculated values
⟨S²⟩   2.013
Lowest unoccupied orbital energy (alpha / beta)   -0.4 / -1.3 eV
2S+1   3

```
118
Properties=species:S:1:pos:R:3:forces:R:3:lowdin_spin:R:1
Sb 11.975396 -21.060744 -4.826401 0.1171 -0.0655 1.3651 0.005
Se 11.331274 -22.027196 -6.794391 -0.4548 -0.4826 -1.6281 -0.004
Se 11.832103 -23.283188 -3.182791 0.3073 1.2434 0.1118 0.524
Se 11.350574 -18.924232 -3.989991 -0.3319 0.0690 -0.7996 -0.007
Se 14.247549 -21.743526 -4.056871 0.1755 -0.5652 -0.6576 0.369
Ti 13.457921 -21.708628 -1.627599 -0.8255 0.5675 0.3273 0.956
S 15.362336 -22.800845 -0.884685 -0.3616 -0.6046 -0.2493 0.005
P 12.102313 -23.292803 0.210270 -0.3743 -0.7717 0.8627 0.007
O 13.131894 -19.891665 3.098058 -0.1467 1.7272 0.6144 0.000
O 14.651745 -20.090660 -1.600228 0.4074 0.9917 -0.6267 0.023
N 14.023214 -20.954705 1.365057 1.2552 0.0868 -0.4981 0.000
N 8.668324 -16.433714 0.221891 -0.1723 -0.9035 -0.6369 0.000
N 12.066003 -19.986037 -1.138798 -0.1574 1.0165 0.9365 0.003
N 7.811602 -17.266297 -1.679865 -1.2932 -0.8155 -0.1288 0.000
N 16.789595 -20.742883 -2.136828 -0.9024 -0.1591 -0.2721 0.004
N 7.281203 -20.815269 -3.211152 0.1882 0.1077 0.5814 0.000
N 17.828167 -22.612633 -1.582117 -0.8797 -0.5001 0.6217 0.002
C 7.538608 -24.048271 -0.577405 1.3260 -0.5108 0.4123 0.000
C 14.868955 -18.177342 -3.765446 0.7244 1.1908 0.1117 0.007
C 12.375849 -22.182995 4.286106 0.5896 0.9486 -0.1209 0.000
C 18.903148 -22.069128 -3.706684 1.7910 0.1913 -0.0878 0.000
C 11.191820 -17.803177 -0.712279 0.3362 2.0177 1.0080 0.000
C 12.770997 -25.800155 -1.029778 0.0898 1.7558 1.0747 0.003
C 7.416810 -15.893993 -0.009814 -0.8478 0.4296 -0.3330 0.000
C 17.002566 -20.746193 1.294217 0.3420 -0.9945 0.3694 0.000
C 12.949322 -24.958280 0.093921 -0.2405 -0.2440 0.0341 0.003
C 5.522449 -16.116646 -1.639045 2.3681 0.2378 0.8042 0.000
C 17.336341 -18.211123 -5.178580 -0.0014 -0.6795 1.4737 0.000
C 9.681174 -19.593295 -1.078990 -0.0093 -0.5027 0.5856 0.000
C 15.940802 -18.884556 -3.247413 0.8395 -0.3097 -1.9207 0.013
C 12.040722 -23.167050 2.115197 -0.2861 -0.3460 -2.3366 -0.002
C 7.822619 -21.011012 -5.721033 -0.0508 1.1742 -0.3355 0.000
C 17.153758 -18.959693 -4.008058 -1.8089 1.2190 0.4462 0.004
C 12.553308 -22.143766 2.852708 -0.4353 0.3595 2.6381 0.000
C 14.772457 -19.692755 1.529591 0.5583 0.5185 -1.1266 0.000
C 10.271238 -23.693905 -0.027640 0.7378 0.9559 -0.0089 0.015
C 15.036978 -17.382269 -4.898128 0.9541 -1.5550 -0.9189 0.000
C 16.166879 -20.273576 3.605746 0.7879 -0.3865 0.2974 0.000
C 13.265041 -20.971654 2.364775 -0.7109 -1.3076 -0.2490 0.000
C 13.818206 -25.374533 1.110395 -0.5206 -0.3329 -0.7529 0.000
C 4.907494 -15.064015 -1.022718 -1.5534 0.4249 -1.0261 0.000
C 8.434479 -25.107857 -0.729212 -0.1041 -0.2842 -0.5979 0.002
C 8.821581 -17.309227 -0.765007 -1.0873 1.4183 0.8658 0.000
C 16.179449 -19.839713 2.185363 -0.6868 1.9224 -1.6779 0.000
C 14.455939 -26.609076 0.960510 -0.2382 0.0137 -0.9042 0.000
C 7.959570 -22.845572 -0.043524 0.1933 0.0736 0.3648 0.001
C 9.300029 -22.737130 0.265362 0.1833 1.4829 0.4151 0.002
C 16.668849 -21.956464 -1.623327 0.9068 -0.5173 0.6350 0.009
C 17.874728 -25.132103 -1.769089 -2.0140 -0.5700 0.7744 0.000
C 16.268707 -17.446672 -5.621456 -1.6108 0.4771 0.2202 0.001
C 14.216415 -27.422043 -0.151710 0.7682 0.2072 -0.0501 0.000
C 5.476541 -14.457949 0.083051 -0.1564 -0.2651 0.7931 0.000
C 11.325634 -24.213913 2.694830 -0.5432 -0.9489 -0.0930 0.000
C 17.967296 -23.891384 -0.891265 1.9907 0.1751 -0.2323 -0.001
C 13.839646 -18.838351 2.325363 -1.1339 -0.6577 0.8049 0.000
C 10.821837 -20.401350 -1.140609 -1.0864 -0.0163 -0.7062 0.009
C 18.991263 -22.058421 -2.202187 1.0330 -1.2596 -0.4687 0.000
C 12.203870 -18.653708 -0.891601 2.3497 -1.6327 0.2108 0.002
C 9.820211 -24.864169 -0.548509 -1.8236 -1.9063 -0.3609 0.012
C 11.755379 -23.257197 4.858829 -0.5861 -0.4544 -0.7741 0.000
C 6.631492 -14.961012 0.661430 -0.2149 2.3148 1.6265 0.000
C 9.906625 -18.258656 -0.840156 -0.8216 -0.1141 -0.5151 0.003
C 6.823512 -16.408226 -1.179826 0.7140 -0.5930 0.0304 0.000
C 13.394907 -26.986706 -1.182186 0.5979 -1.2280 0.6159 0.000
C 11.192307 -24.285319 4.053285 1.5068 2.3073 0.2392 0.000
C 7.629913 -20.912676 -4.298640 -0.3027 0.1704 0.4286 0.000
C 15.734656 -19.954859 -2.272241 0.1771 -0.1379 1.2508 0.014
H 15.589647 -21.158471 3.690695 -0.4575 -1.2731 0.1559 0.000
H 11.611577 -23.269757 5.921556 0.0117 -0.1495 0.3601 0.000
H 17.806689 -19.677332 -3.586626 1.1463 -0.0928 -0.2001 0.000
H 7.252759 -22.020287 0.198786 0.6657 -0.7562 -0.3900 0.000
H 16.966733 -20.539781 0.228309 -0.5930 0.3071 0.1173 0.000
H 15.727517 -19.595915 4.315093 0.0162 0.6524 0.1817 0.000
H 19.021900 -23.055839 -4.149826 -0.2101 -0.0857 0.0595 0.000
H 11.427225 -16.765525 -0.380734 -0.4634 -0.8624 -0.5820 0.000
H 13.068996 -18.320543 1.725985 0.4090 -0.1049 0.3175 0.000
H 17.199407 -20.512238 3.881732 -0.2032 0.0703 0.3235 0.000
H 18.085792 -26.055941 -1.191910 0.0514 0.6203 -0.1319 0.000
H 19.233318 -21.051569 -1.935686 -0.2862 0.6337 0.7807 0.000
H 16.595346 -21.782964 1.468248 0.8048 0.8018 -0.3249 0.000
H 13.939783 -18.217502 -3.253586 -0.7812 -0.0771 0.1586 0.000
H 7.619066 -17.969987 -2.396255 0.4275 0.2917 0.3509 0.000
H 4.940109 -13.654185 0.600875 0.2396 -0.3646 -0.2737 0.000
H 9.567137 -21.786767 0.707850 0.4314 -0.0135 0.2069 0.000
H 3.949141 -14.685511 -1.431710 0.6212 -0.3593 0.4281 0.000
H 8.130576 -19.986250 -6.093754 -0.6128 -1.1917 0.1732 0.000
H 6.539799 -24.118143 -0.831357 -1.9557 -0.5765 -0.4653 0.000
H 19.852880 -22.691959 -1.896522 -0.4832 0.4452 -0.1459 0.000
H 14.282932 -18.213116 3.085319 0.1782 0.4227 -0.1036 0.000
H 16.543402 -18.774981 2.152128 0.0511 -0.8370 -0.1180 0.000
H 18.010064 -21.581776 -4.054637 -0.1102 0.1388 -0.3131 0.001
H 13.930875 -24.754136 1.987784 0.3542 -0.0929 0.0487 0.000
H 18.313652 -18.299419 -5.637948 -0.2885 0.2089 -0.4876 0.000
H 18.997447 -23.775948 -0.526605 -0.2116 -0.5978 0.3618 0.000
H 16.247385 -16.934619 -6.581633 0.4766 -0.0313 0.1718 0.000
H 10.438330 -25.698980 -0.807270 0.4669 -0.0793 0.1302 0.001
H 6.829928 -21.356692 -6.072896 0.8059 0.2405 -0.4678 0.000
H 14.153905 -17.022217 -5.417542 0.1640 0.4900 0.3148 0.000
H 8.664733 -20.030417 -1.109078 0.8339 0.2807 -0.2260 0.000
H 14.906389 -19.287351 0.527810 0.2432 0.1401 0.0489 0.000
H 16.803543 -25.246846 -2.103616 1.1076 0.1482 -0.0110 0.000
H 12.174615 -25.448414 -1.806505 -0.8945 0.4777 -1.2001 0.003
H 8.066292 -26.140169 -1.050378 0.6531 1.6867 0.3263 0.000
H 6.797194 -14.417818 1.632494 0.8434 -1.1107 -0.9812 0.000
H 10.726471 -21.436281 -1.335585 -0.4563 -0.9057 -0.1111 0.007
H 17.318008 -23.922859 -0.041445 -0.3488 -0.1323 0.3362 0.000
H 5.178461 -16.677681 -2.449606 -0.8997 -0.4462 -1.2221 0.000
H 18.543198 -25.101002 -2.599541 0.3858 0.1124 -0.6821 0.000
H 10.703285 -25.032990 4.564920 -1.1573 -1.7604 0.6441 0.000
H 18.080220 -20.670901 1.484938 -0.1619 -0.3312 0.5543 0.000
H 19.834691 -21.498462 -3.922155 -0.7445 -0.1593 -0.8542 0.000
H 12.734558 -21.345481 4.966955 -0.4002 -1.1491 -1.3008 0.000
H 14.781571 -28.339841 -0.313723 -0.1395 0.1208 0.3868 0.000
H 8.647338 -21.673558 -5.942968 -0.0010 -0.3593 -0.2688 0.000
H 10.852578 -24.985919 2.047997 0.5140 0.6536 0.6006 0.000
H 13.215262 -18.302340 -0.747828 0.1912 -0.1141 -0.3283 0.000
H 15.225757 -26.917303 1.623568 0.3065 -0.2081 0.8287 0.000
H 13.262044 -27.599174 -2.064364 -0.0818 0.1050 -0.0343 0.000
```
Positions in Å, forces in eV/Å.

No. 2
Molecular formula: CH2O4Sc
Method: DFT, the ωB97M-V functional and the def2-TZVPD basis

Calculated values
Total charge   +1
Lowest unoccupied orbital energy   -7.3 eV

```
8
Properties=species:S:1:pos:R:3:forces:R:3:mulliken_charge:R:1
Sc 0.209035 -0.771461 -1.688893 -0.5569 0.6284 3.3423 1.782
O 0.117153 1.351319 0.728900 -2.7170 0.0419 -1.3813 -0.488
O -1.507226 -0.994767 -0.846612 3.0739 0.5127 -1.4710 -0.710
O 1.701415 0.291527 1.852173 -0.1821 0.9914 -2.8814 -0.431
O 1.464864 -0.118008 -0.307608 -1.1533 -1.6743 -4.6295 -0.585
C 1.189350 0.548704 0.764312 0.0049 -1.4616 6.5733 0.763
H -2.406775 -1.145819 -1.127908 -0.6382 -0.1304 0.0542 0.320
H -0.767816 0.838506 0.625637 2.1687 1.0919 0.3935 0.349
```
Positions in Å, forces in eV/Å.

No. 3
Molecular formula: C3H2F2O2
Method: DFT, the ωB97M-V functional and the def2-TZVPD basis

Calculated values
Structure (SMILES)   F/C=C/F.O=C=O
Lowest unoccupied orbital energy   0.5 eV

```
9
Properties=species:S:1:pos:R:3:forces:R:3:mulliken_charge:R:1
F 2.185450 -1.271542 -0.291074 0.2401 -1.9594 -1.2010 -0.225
F 0.602437 1.469268 1.037454 -0.5514 1.4273 0.8225 -0.233
O -3.230778 -1.231200 -0.468706 0.7327 1.0203 -0.1352 -0.392
O -2.161961 0.777665 -0.849544 1.2211 2.2393 -0.4213 -0.339
C 0.728254 0.284348 0.481587 -2.4645 -0.4813 -1.6607 0.275
C 1.945453 -0.092525 0.203923 1.4022 0.4021 0.9766 -0.109
C -2.673710 -0.216702 -0.655691 -2.1996 -3.2397 0.4740 0.772
H -0.283239 -0.127794 0.065357 2.4780 0.4193 1.1595 -0.060
H 2.888095 0.408481 0.476694 -0.8586 0.1720 -0.0144 0.311
```
Positions in Å, forces in eV/Å.

No. 4
Molecular formula: C19H18BrN3O3
Method: DFT, the ωB97M-V functional and the def2-TZVPD basis

Calculated values
Structure (SMILES)   CC(=O)n1c(CCNC(=O)COc2ccc(Br)cc2)nc2ccccc21
Lowest unoccupied orbital energy   0.6 eV

```
44
Properties=species:S:1:pos:R:3:forces:R:3:mulliken_charge:R:1
Br 2.593673 -1.354873 3.698190 0.3261 0.2412 0.2671 -0.146
O 1.739285 3.247152 -0.078296 1.1131 -0.7830 -0.6651 -0.502
O -3.193130 -0.746163 1.366759 1.4314 -0.1144 -2.5277 -0.548
O -1.506028 3.011730 -1.547979 -4.5916 1.4225 -0.0816 -0.618
N 0.273155 -1.544277 -1.414262 -1.7880 2.9149 -0.7217 -0.742
N -1.571916 -1.163259 -0.252282 -3.2644 0.5049 0.6034 0.508
N 0.189165 1.741057 -2.091932 2.0759 0.1018 0.2104 -0.016
C -0.814314 -2.783776 1.780645 0.7060 -0.6182 -0.0496 -0.829
C -1.384390 -0.085282 -2.649661 0.0086 -1.9963 0.7386 -0.581
C 0.358721 -2.062438 -0.138240 1.5988 -0.7428 -2.9627 0.832
C 2.377212 0.205541 2.658137 2.2181 0.9563 -1.5297 -0.094
C 0.895368 1.734239 1.591723 0.1590 0.0804 -1.0409 -0.082
C 3.241609 1.747854 0.913732 1.1736 -1.8229 0.5577 -0.591
C -0.793150 -2.053523 0.528182 -1.0629 0.2430 3.3044 0.096
C 1.114460 0.732472 2.531683 0.8784 0.6089 -1.2079 -0.545
C -0.900413 -0.908606 -1.446075 2.1242 -1.0607 -0.2249 0.652
C 1.461181 -3.600637 1.321156 0.1643 0.5994 0.0541 -0.585
C -0.383280 2.755390 -1.347210 3.1686 -1.8269 -0.9544 0.749
C -2.899525 -0.746882 0.162829 -2.5218 -0.4129 2.5156 0.621
C 3.493813 0.732602 1.858111 -0.9662 -1.2672 0.9708 -0.357
C -0.460241 0.980708 -3.194288 -0.1274 0.1195 2.1604 -1.434
C -4.096897 -0.476611 -0.853113 2.8050 -1.0904 -1.3833 -1.158
C 0.448087 3.637059 -0.420107 0.2480 1.6084 -0.0012 -0.837
C 1.952713 2.194514 0.790567 -1.8670 1.1580 0.5395 0.610
C 1.463666 -2.731104 0.227472 2.0418 -2.8375 1.6706 -0.508
C 0.319389 -3.613918 2.135646 -1.2011 0.5103 -0.0452 -0.513
H 0.332165 -4.266842 3.072407 -0.3951 1.2004 -1.3986 0.309
H 1.199180 1.547421 -1.944890 -1.2690 0.1670 -0.1594 0.227
H -2.239453 0.479111 -2.429677 -1.4690 0.3127 0.8020 0.090
H 0.286304 0.552309 -3.773640 1.6436 -0.6337 -0.9285 0.492
H 0.572621 4.622545 -0.957306 -0.0619 -1.1084 0.1935 0.327
H 4.505769 0.229112 1.980561 -1.4719 0.8860 -0.2977 0.299
H -0.077168 3.956397 0.488719 -0.5224 -0.5195 -0.2761 0.455
H -4.021683 0.545280 -1.203550 -0.1329 0.2268 -0.0604 0.286
H -5.130075 -0.737326 -0.639184 0.3824 0.0579 1.2093 0.372
H -0.108328 2.073890 1.295566 0.4392 -0.2580 0.7701 0.255
H -1.093209 1.548230 -3.841129 -0.0866 1.0575 -0.2462 0.452
H -1.627988 -2.778423 2.499907 -0.1274 0.2246 -0.4676 0.469
H -3.832280 -1.142496 -1.705031 -0.2764 0.6158 0.0906 0.320
H 4.008188 2.010854 0.175187 -0.2926 0.2641 0.5619 0.378
H 0.318596 0.317573 3.063913 -1.1711 -0.5506 0.7763 0.567
H 2.325850 -2.749917 -0.394447 0.4633 0.2868 -0.5975 0.491
H -1.703647 -0.857285 -3.387127 0.3900 0.7274 0.0346 0.487
H 2.366947 -4.199403 1.568334 -0.8928 0.5468 -0.2030 0.341
```
Positions in Å, forces in eV/Å.

Energy relative to the best compared isomer or geometry (same formula, charge and spin) (computed, eV): 1.129, 0.000, 0.679, 1.637
Molecular weight (computed, Da): 1330.513, 122.979, 108.043, 416.275
Calculated total energy (computed, hartree): -13904.748266, -1100.748538, -465.701734, -3698.779897